# C56H154N14O14

A 14-piece molecular cluster, C56H154N14O14 overall at a distorted geometry (ωB97M-V/def2-TZVPD, the Open Molecules 2025 dataset).

Each atom is followed by the atoms it is bonded to, with distances in Å.
Positions of all 238 atoms, in Å:
1 C -3.18944 -1.31653 6.19376  C2 1.564, H7 1.090, H8 1.090, H9 1.090
2 C -3.84949 -2.53787 5.47420  C1 1.564, C3 1.591, N6 1.458, H10 1.090
3 C -2.80262 -3.36948 4.61209  C2 1.591, O4 1.406, H11 1.090, H12 1.090
4 O -2.70645 -2.63816 3.41546  C3 1.406, C5 1.411
5 C -1.76497 -3.25137 2.56175  O4 1.411, H13 1.090, H14 1.090, H15 1.090
6 N -4.28462 -3.33995 6.61157  C2 1.458, H16 1.010, H17 1.010
7 H -2.46976 -1.65907 6.93729  C1 1.090
8 H -3.87786 -0.62669 6.68191  C1 1.090
9 H -2.67838 -0.75355 5.41275  C1 1.090
10 H -4.63407 -2.16581 4.81534  C2 1.090
11 H -3.17951 -4.38525 4.49270  C3 1.090
12 H -1.88426 -3.45301 5.19323  C3 1.090
13 H -1.41022 -2.46224 1.89878  C5 1.090
14 H -2.20303 -3.98973 1.89016  C5 1.090
15 H -0.96989 -3.79104 3.07624  C5 1.090
16 H -3.48124 -3.74217 7.07300  N6 1.010
17 H -4.79600 -4.11851 6.22114  N6 1.010
18 C -2.83936 3.42814 -1.24532  C19 1.558, H24 1.090, H25 1.090, H26 1.090
19 C -1.73023 4.48763 -1.51999  C18 1.558, C20 1.538, N23 1.448, H27 1.090
20 C -2.17456 5.91108 -1.14323  C19 1.538, O21 1.413, H28 1.090, H29 1.090
21 O -3.31176 6.37693 -1.83990  C20 1.413, C22 1.409
22 C -3.84068 7.53148 -1.22976  O21 1.409, H30 1.090, H31 1.090, H32 1.090
23 N -0.42589 4.08735 -1.03624  C19 1.448, H33 1.010, H34 1.010
24 H -3.86460 3.72425 -1.46739  C18 1.090
25 H -2.72141 3.12883 -0.20388  C18 1.090
26 H -2.66030 2.50853 -1.80242  C18 1.090
27 H -1.55688 4.55852 -2.59378  C19 1.090
28 H -1.23026 6.45105 -1.21273  C20 1.090
29 H -2.48099 5.90497 -0.09720  C20 1.090
30 H -4.40663 7.32201 -0.32206  C22 1.090
31 H -4.36461 8.05183 -2.03152  C22 1.090
32 H -3.02798 8.20895 -0.96778  C22 1.090
33 H -0.27650 3.10236 -1.20230  N23 1.010
34 H 0.27700 4.56555 -1.58152  N23 1.010
35 C -3.19144 1.52713 -6.79026  C36 1.536, H41 1.090, H42 1.090, H43 1.090
36 C -2.10231 1.78598 -5.73858  C35 1.536, C37 1.570, N40 1.465, H44 1.090
37 C -2.48791 3.00813 -4.83126  C36 1.570, O38 1.450, H45 1.090, H46 1.090
38 O -2.85993 4.12622 -5.67638  C37 1.450, C39 1.430
39 C -3.05473 5.33957 -4.94431  O38 1.430, H47 1.090, H48 1.090, H49 1.090
40 N -1.99809 0.62939 -4.84523  C36 1.465, H50 1.010, H51 1.010
41 H -3.52665 2.35625 -7.41339  C35 1.090
42 H -4.06528 1.11131 -6.28867  C35 1.090
43 H -2.90970 0.76952 -7.52154  C35 1.090
44 H -1.14236 1.99769 -6.20951  C36 1.090
45 H -1.73543 3.20428 -4.06745  C37 1.090
46 H -3.39230 2.81965 -4.25278  C37 1.090
47 H -2.08377 5.77768 -4.71319  C39 1.090
48 H -3.48499 5.07922 -3.97726  C39 1.090
49 H -3.77069 5.96432 -5.47834  C39 1.090
50 H -2.07386 -0.26831 -5.30183  N40 1.010
51 H -2.76342 0.69365 -4.18930  N40 1.010
52 C 2.76650 3.34209 -2.66309  C53 1.555, H58 1.090, H59 1.090, H60 1.090
53 C 2.16960 3.04344 -4.06712  C52 1.555, C54 1.545, N57 1.440, H61 1.090
54 C 2.45068 1.66489 -4.70477  C53 1.545, O55 1.452, H62 1.090, H63 1.090
55 O 2.06780 0.49561 -3.93318  C54 1.452, C56 1.445
56 C 2.40142 -0.77264 -4.54030  O55 1.445, H64 1.090, H65 1.090, H66 1.090
57 N 0.77551 3.40161 -4.01750  C53 1.440, H67 1.010, H68 1.010
58 H 3.85378 3.33901 -2.73998  C52 1.090
59 H 2.39332 2.69862 -1.86637  C52 1.090
60 H 2.41265 4.30923 -2.30596  C52 1.090
61 H 2.69505 3.60841 -4.83706  C53 1.090
62 H 3.52962 1.60811 -4.84886  C54 1.090
63 H 1.99891 1.62014 -5.69572  C54 1.090
64 H 1.97778 -1.62064 -4.00222  C56 1.090
65 H 3.47014 -0.82110 -4.74908  C56 1.090
66 H 1.80648 -0.78534 -5.45352  C56 1.090
67 H 0.35807 2.83593 -3.29236  N57 1.010
68 H 0.42702 2.93853 -4.84467  N57 1.010
69 C -2.58369 -5.74185 -1.60526  C70 1.504, H75 1.090, H76 1.090, H77 1.090
70 C -1.35760 -6.57392 -1.34884  C69 1.504, C71 1.533, N74 1.461, H78 1.090
71 C -0.57197 -6.01471 -0.15669  C70 1.533, O72 1.418, H79 1.090, H80 1.090
72 O 0.04744 -4.82771 -0.62451  C71 1.418, C73 1.433
73 C 0.95715 -4.23734 0.31164  O72 1.433, H81 1.090, H82 1.090, H83 1.090
74 N -1.79050 -7.94171 -1.07319  C70 1.461, H84 1.010, H85 1.010
75 H -3.31726 -5.65603 -0.80363  C69 1.090
76 H -3.08164 -5.96867 -2.54797  C69 1.090
77 H -2.30509 -4.70334 -1.78413  C69 1.090
78 H -0.79491 -6.48969 -2.27857  C70 1.090
79 H 0.12496 -6.77749 0.19048  C71 1.090
80 H -1.26317 -5.94939 0.68359  C71 1.090
81 H 0.45937 -3.62165 1.06080  C73 1.090
82 H 1.51532 -3.44230 -0.18279  C73 1.090
83 H 1.58419 -4.99682 0.77867  C73 1.090
84 H -2.24756 -8.32282 -1.88924  N74 1.010
85 H -0.97540 -8.50613 -0.88045  N74 1.010
86 C -0.66977 -0.87951 -1.45417  C87 1.510, H92 1.090, H93 1.090, H94 1.090
87 C -0.42455 0.56317 -1.08204  C86 1.510, C88 1.535, N91 1.461, H95 1.090
88 C 0.52205 0.63688 0.12458  C87 1.535, O89 1.420, H96 1.090, H97 1.090
89 O -0.03977 -0.03579 1.24185  C88 1.420, C90 1.458
90 C -1.26029 0.53109 1.80326  O89 1.458, H98 1.090, H99 1.090, H100 1.090
91 N -0.01838 1.30536 -2.27370  C87 1.461, H101 1.010, H102 1.010
92 H -1.32448 -1.39148 -0.74895  C86 1.090
93 H 0.30033 -1.37643 -1.46345  C86 1.090
94 H -1.20257 -0.94778 -2.40262  C86 1.090
95 H -1.40670 0.94139 -0.79841  C87 1.090
96 H 0.57090 1.70978 0.31058  C88 1.090
97 H 1.50916 0.33435 -0.22497  C88 1.090
98 H -1.12550 1.56915 2.10721  C90 1.090
99 H -1.70012 0.05648 2.68041  C90 1.090
100 H -2.03407 0.46964 1.03804  C90 1.090
101 H 0.76182 0.82416 -2.69776  N91 1.010
102 H -0.76483 1.15560 -2.93739  N91 1.010
103 C 1.98299 3.95538 3.85200  C104 1.490, H109 1.090, H110 1.090, H111 1.090
104 C 1.23306 3.78310 2.57602  C103 1.490, C105 1.576, N108 1.476, H112 1.090
105 C -0.06996 4.66941 2.56030  C104 1.576, O106 1.408, H113 1.090, H114 1.090
106 O -0.96659 4.25674 3.56461  C105 1.408, C107 1.475
107 C -2.04092 5.24216 3.79188  O106 1.475, H115 1.090, H116 1.090, H117 1.090
108 N 2.16498 3.94165 1.44248  C104 1.476, H118 1.010, H119 1.010
109 H 1.44603 3.67275 4.75748  C103 1.090
110 H 2.29756 4.99475 3.94619  C103 1.090
111 H 2.96152 3.47592 3.87834  C103 1.090
112 H 0.93818 2.73765 2.48560  C104 1.090
113 H -0.57946 4.59956 1.59925  C105 1.090
114 H 0.27381 5.69095 2.72271  C105 1.090
115 H -2.22933 5.62617 2.78931  C107 1.090
116 H -1.67371 5.98284 4.50227  C107 1.090
117 H -2.94779 4.75451 4.14947  C107 1.090
118 H 2.62893 4.83871 1.45477  N108 1.010
119 H 1.61385 3.95484 0.59620  N108 1.010
120 C 2.08850 -0.99612 8.68617  C121 1.549, H126 1.090, H127 1.090, H128 1.090
121 C 1.79698 -1.42467 7.22677  C120 1.549, C122 1.502, N125 1.452, H129 1.090
122 C 0.57637 -0.75353 6.66546  C121 1.502, O123 1.437, H130 1.090, H131 1.090
123 O 0.87065 0.58823 6.24354  C122 1.437, C124 1.437
124 C -0.11372 0.95655 5.26405  O123 1.437, H132 1.090, H133 1.090, H134 1.090
125 N 2.96518 -1.07576 6.43736  C121 1.452, H135 1.010, H136 1.010
126 H 2.97805 -1.39749 9.17165  C120 1.090
127 H 1.17742 -1.34018 9.17571  C120 1.090
128 H 2.18201 0.08167 8.81934  C120 1.090
129 H 1.72886 -2.51253 7.22989  C121 1.090
130 H -0.22862 -0.72967 7.39999  C122 1.090
131 H 0.24698 -1.37268 5.83105  C122 1.090
132 H 0.04420 1.90795 4.75612  C124 1.090
133 H -1.09551 0.98389 5.73678  C124 1.090
134 H -0.12942 0.28635 4.40458  C124 1.090
135 H 3.04205 -0.09420 6.66260  N125 1.010
136 H 2.76624 -1.13886 5.44916  N125 1.010
137 C 7.69954 1.11459 1.52350  C138 1.572, H143 1.090, H144 1.090, H145 1.090
138 C 7.64923 1.88291 0.15248  C137 1.572, C139 1.572, N142 1.439, H146 1.090
139 C 8.56750 1.20861 -0.93122  C138 1.572, O140 1.408, H147 1.090, H148 1.090
140 O 9.90111 1.01860 -0.52306  C139 1.408, C141 1.423
141 C 10.75898 0.66680 -1.60241  O140 1.423, H149 1.090, H150 1.090, H151 1.090
142 N 6.24544 1.94622 -0.15825  C138 1.439, H152 1.010, H153 1.010
143 H 7.46129 0.05585 1.42155  C137 1.090
144 H 6.99862 1.60644 2.19795  C137 1.090
145 H 8.68728 1.19229 1.97784  C137 1.090
146 H 8.08832 2.86346 0.33642  C138 1.090
147 H 8.47081 1.76678 -1.86245  C139 1.090
148 H 8.16569 0.21884 -1.14799  C139 1.090
149 H 10.84991 1.41171 -2.39293  C141 1.090
150 H 10.39159 -0.26426 -2.03397  C141 1.090
151 H 11.73501 0.37691 -1.21327  C141 1.090
152 H 5.80726 2.18537 0.71976  N142 1.010
153 H 5.86125 1.01743 -0.25752  N142 1.010
154 C 4.62805 -1.29987 -2.20826  C155 1.568, H160 1.090, H161 1.090, H162 1.090
155 C 4.03322 -1.68930 -0.81121  C154 1.568, C156 1.571, N159 1.471, H163 1.090
156 C 4.48272 -3.10799 -0.30838  C155 1.571, O157 1.441, H164 1.090, H165 1.090
157 O 3.86257 -4.04301 -1.21340  C156 1.441, C158 1.427
158 C 4.14370 -5.43239 -1.04536  O157 1.427, H166 1.090, H167 1.090, H168 1.090
159 N 4.38352 -0.50843 -0.00732  C155 1.471, H169 1.010, H170 1.010
160 H 4.38382 -0.28420 -2.51950  C154 1.090
161 H 4.25503 -1.96777 -2.98471  C154 1.090
162 H 5.71538 -1.37292 -2.22986  C154 1.090
163 H 2.95020 -1.57917 -0.75627  C155 1.090
164 H 4.10725 -3.21118 0.70969  C156 1.090
165 H 5.56342 -3.24920 -0.32411  C156 1.090
166 H 3.99158 -5.81219 -0.03506  C158 1.090
167 H 5.17646 -5.61331 -1.34334  C158 1.090
168 H 3.42311 -6.04995 -1.58150  C158 1.090
169 H 4.33637 -0.66574 0.98924  N159 1.010
170 H 3.63385 0.13011 -0.23176  N159 1.010
171 C -4.39375 -0.10323 -1.07400  C172 1.567, H177 1.090, H178 1.090, H179 1.090
172 C -4.14397 -1.00623 -2.33016  C171 1.567, C173 1.539, N176 1.428, H180 1.090
173 C -5.08264 -2.22498 -2.29283  C172 1.539, O174 1.468, H181 1.090, H182 1.090
174 O -4.72532 -3.19558 -3.33479  C173 1.468, C175 1.431
175 C -5.63244 -4.30219 -3.34328  O174 1.431, H183 1.090, H184 1.090, H185 1.090
176 N -4.48501 -0.28303 -3.51294  C172 1.428, H186 1.010, H187 1.010
177 H -4.27678 -0.68097 -0.15714  C171 1.090
178 H -5.41156 0.28672 -1.08421  C171 1.090
179 H -3.74586 0.77331 -1.07332  C171 1.090
180 H -3.10911 -1.34710 -2.36157  C172 1.090
181 H -6.11942 -1.91220 -2.41667  C173 1.090
182 H -4.91600 -2.63260 -1.29574  C173 1.090
183 H -5.58777 -4.94507 -2.46419  C175 1.090
184 H -5.36721 -4.95644 -4.17377  C175 1.090
185 H -6.68770 -4.06615 -3.48040  C175 1.090
186 H -5.44410 0.01245 -3.39920  N176 1.010
187 H -4.56520 -1.03677 -4.18043  N176 1.010
188 C 4.92612 1.35874 4.66625  C189 1.540, H194 1.090, H195 1.090, H196 1.090
189 C 4.36549 1.13341 3.24966  C188 1.540, C190 1.581, N193 1.444, H197 1.090
190 C 2.91437 0.52718 3.09076  C189 1.581, O191 1.440, H198 1.090, H199 1.090
191 O 3.17251 -0.88912 3.07113  C190 1.440, C192 1.345
192 C 2.04638 -1.62498 3.08614  O191 1.345, H200 1.090, H201 1.090, H202 1.090
193 N 4.55171 2.37812 2.54248  C189 1.444, H203 1.010, H204 1.010
194 H 4.37685 2.05929 5.29524  C188 1.090
195 H 5.96009 1.70339 4.68169  C188 1.090
196 H 4.78191 0.38737 5.13928  C188 1.090
197 H 5.04611 0.51095 2.66880  C189 1.090
198 H 2.40137 0.86181 2.18912  C190 1.090
199 H 2.19920 0.73856 3.88572  C190 1.090
200 H 1.62212 -1.52241 2.08735  C192 1.090
201 H 1.30285 -1.41155 3.85408  C192 1.090
202 H 2.26788 -2.68879 3.17172  C192 1.090
203 H 3.66911 2.41135 2.05258  N193 1.010
204 H 4.42979 3.11252 3.22502  N193 1.010
205 C -0.40714 -2.48310 -6.65064  C206 1.503, H211 1.090, H212 1.090, H213 1.090
206 C -1.15690 -3.18132 -5.55134  C205 1.503, C207 1.530, N210 1.499, H214 1.090
207 C -0.32537 -3.44375 -4.29357  C206 1.530, O208 1.445, H215 1.090, H216 1.090
208 O 0.86043 -4.21256 -4.59677  C207 1.445, C209 1.461
209 C 1.74112 -4.44870 -3.45511  O208 1.461, H217 1.090, H218 1.090, H219 1.090
210 N -2.35047 -2.29572 -5.35304  C206 1.499, H220 1.010, H221 1.010
211 H 0.51908 -3.02091 -6.85305  C205 1.090
212 H -0.15474 -1.48937 -6.28066  C205 1.090
213 H -1.09403 -2.44293 -7.49602  C205 1.090
214 H -1.52895 -4.16673 -5.83176  C206 1.090
215 H -0.94547 -4.00318 -3.59312  C207 1.090
216 H -0.10097 -2.50373 -3.78948  C207 1.090
217 H 1.85272 -3.53413 -2.87269  C209 1.090
218 H 2.63597 -4.99382 -3.75539  C209 1.090
219 H 1.18758 -5.14260 -2.82250  C209 1.090
220 H -2.97679 -2.74744 -4.70207  N210 1.010
221 H -2.80968 -2.11536 -6.23434  N210 1.010
222 C -4.66954 2.54355 3.45386  C223 1.524, H228 1.090, H229 1.090, H230 1.090
223 C -5.21644 1.67812 2.32426  C222 1.524, C224 1.539, N227 1.413, H231 1.090
224 C -5.20699 0.21789 2.80971  C223 1.539, O225 1.474, H232 1.090, H233 1.090
225 O -5.61177 -0.58143 1.63938  C224 1.474, C226 1.428
226 C -5.87060 -1.98463 1.68195  O225 1.428, H234 1.090, H235 1.090, H236 1.090
227 N -6.43870 2.16215 1.80598  C223 1.413, H237 1.010, H238 1.010
228 H -3.68642 2.22878 3.80382  C222 1.090
229 H -5.40739 2.55104 4.25613  C222 1.090
230 H -4.65019 3.58149 3.12157  C222 1.090
231 H -4.44076 1.82715 1.57311  C223 1.090
232 H -5.81481 0.03610 3.69605  C224 1.090
233 H -4.21183 -0.11504 3.10452  C224 1.090
234 H -4.94733 -2.54579 1.82613  C226 1.090
235 H -6.20517 -2.28744 0.68975  C226 1.090
236 H -6.62424 -2.18450 2.44365  C226 1.090
237 H -6.23290 3.10160 1.49745  N227 1.010
238 H -6.57671 1.64128 0.95174  N227 1.010

* ΔE to the lowest compared entry with this formula, charge and spin: 553.3 kJ/mol
* frontier orbital gap: 8.423 eV
* calculated total energy: -110084.8636 eV
* HOMO energy: -0.2960 Eh

Atom charges from the Löwdin analysis, given in e for atoms 1 to 99: -0.062, -0.384, -0.200, -0.193, -0.108, 0.019, 0.064, 0.079, 0.049, 0.122, 0.121, 0.118, 0.076, 0.078, 0.090, 0.069, 0.065, -0.034, -0.410, -0.204, -0.189, -0.105, 0.068, 0.085, 0.067, 0.038, 0.094, 0.127, 0.109, 0.089, 0.093, 0.084, 0.021, 0.060, -0.060, -0.384, -0.181, -0.198, -0.090, 0.042, 0.071, 0.070, 0.065, 0.118, 0.075, 0.117, 0.089, 0.059, 0.091, 0.014, 0.019, -0.040, -0.408, -0.158, -0.245, -0.067, 0.053, 0.077, 0.055, 0.061, 0.130, 0.120, 0.121, 0.067, 0.087, 0.074, 0.003, 0.053, -0.081, -0.440, -0.200, -0.185, -0.072, 0.040, 0.084, 0.074, 0.062, 0.129, 0.118, 0.118, 0.057, 0.069, 0.094, 0.072, 0.065, -0.039, -0.413, -0.175, -0.197, -0.049, 0.056, 0.079, 0.079, 0.056, 0.094, 0.099, 0.114, 0.083, 0.072